(1)
Entry from OMol25: 6 unconnected molecules or ions with the total composition C26H32ClF7O19 (the ωB97M-V functional and the def2-TZVPD basis).

For the total energy, the calculation gives -97921.69281 eV. The energy relative to the best compared isomer or geometry (same formula, charge and spin) is 194.1 kcal/mol. The LUMO energy is -0.0549 Eh. Its HOMO energy is -10.30 eV. Its SMILES is O=C(Cl)COC(=O)OC(F)(F)C(F)(F)C(F)(F)F.C[C@@H]1COC(=O)O1.C[C@@H]1COC(=O)O1.C[C@@H]1COC(=O)O1.C[C@@H]1COC(=O)O1.C[C@@H]1COC(=O)O1.

Atoms and positions in Å:
O1 0.1233 -1.5497 6.1217
C1 0.7242 -1.6277 7.3403
Cl1 -0.2150 -2.6833 8.5965
C2 2.1583 -0.8974 7.6611
O2 2.0294 0.4587 8.2608
C3 2.2771 0.2405 9.7259
O3 3.5563 0.1126 10.0735
O4 1.0896 0.1319 10.5661
C4 1.3685 -0.1585 11.9727
F1 2.2642 0.8576 12.6435
F2 0.0442 0.0244 12.6827
C5 1.8068 -1.7152 12.2956
F3 1.9419 -2.5812 11.1007
F4 0.7202 -2.3558 13.1297
C6 3.1776 -1.8628 13.1932
F5 3.3859 -3.3488 13.3712
F6 4.3722 -1.2005 12.6263
F7 2.8304 -1.3477 14.5653
H1 2.7882 -1.6446 8.3060
H2 2.7542 -0.7560 6.6441
C7 -1.2400 1.6091 3.2165
C8 -1.3665 0.2693 2.5186
C9 -0.2308 -0.6718 2.7926
O5 -0.2482 -1.5045 1.6483
C10 -0.7556 -0.7466 0.6301
O6 -0.7347 -1.0614 -0.5451
O7 -1.2858 0.4215 1.1092
H3 -1.8395 2.3706 2.7076
H4 -1.5677 1.5365 4.2572
H5 -0.2051 1.9663 3.2113
H6 -2.3383 -0.1849 2.7473
H7 -0.3791 -1.2575 3.7048
H8 0.7451 -0.1758 2.8397
C11 -0.9941 0.6059 -2.7700
C12 -0.3256 1.1420 -4.0205
C13 0.6986 0.2178 -4.6097
O8 1.5457 1.1129 -5.3057
C14 1.4725 2.3053 -4.6412
O9 2.2149 3.2507 -4.8300
O10 0.4537 2.2919 -3.7262
H9 -1.4158 1.4218 -2.1744
H10 -1.7929 -0.0950 -3.0276
H11 -0.2785 0.0827 -2.1273
H12 -1.0835 1.4355 -4.7571
H13 0.2609 -0.5169 -5.2922
H14 1.2988 -0.3052 -3.8568
C15 -2.1899 -1.9351 -10.0183
C16 -2.1059 -1.1397 -8.7306
C17 -1.5041 -1.8962 -7.5835
O11 -2.0686 -1.2414 -6.4629
C18 -3.2771 -0.7519 -6.8733
O12 -4.1317 -0.3044 -6.1317
O13 -3.4018 -0.8392 -8.2342
H15 -2.9536 -1.5192 -10.6831
H16 -1.2279 -1.9336 -10.5383
H17 -2.4702 -2.9762 -9.8275
H18 -1.5906 -0.1879 -8.9081
H19 -0.4119 -1.8337 -7.5636
H20 -1.8036 -2.9497 -7.5505
C19 -5.3705 2.5456 -11.4386
C20 -5.8426 1.2375 -12.0420
C21 -6.7184 0.4266 -11.1332
O14 -6.5168 -0.8883 -11.6166
C22 -5.2590 -0.9117 -12.1514
O15 -4.6651 -1.9210 -12.4819
O16 -4.7513 0.3555 -12.2591
H21 -4.4645 2.9004 -11.9402
H22 -6.1454 3.3127 -11.5214
H23 -5.1203 2.4297 -10.3791
H24 -6.3188 1.4201 -13.0130
H25 -7.7730 0.7104 -11.1999
H26 -6.4047 0.4567 -10.0838
C23 6.0535 1.4916 6.9668
C24 5.7025 0.6967 5.7247
C25 6.5530 1.0199 4.5320
O17 5.7060 0.6667 3.4545
C26 4.4255 0.8354 3.9022
O18 3.4361 0.8198 3.1940
O19 4.4045 1.0325 5.2571
H27 5.2071 1.5229 7.6604
H28 6.9147 1.0523 7.4777
H29 6.2988 2.5299 6.7208
H30 5.7055 -0.3767 5.9503
H31 7.4809 0.4406 4.5062
H32 6.7930 2.0854 4.4431

---

(2)
Entry from OMol25: a molecular structure, C26H32ClIrN7S (the ωB97M-V functional and the def2-TZVPD basis).

For the total energy, the calculation gives -64100.43147 eV. The energy relative to the best compared isomer or geometry (same formula, charge and spin) is 36.3 kcal/mol. The LUMO energy (spin up / spin down) is -0.1314 / -0.1296 Eh. Its HOMO energy (spin up / spin down) is -9.95 / -9.95 eV. Its charge is +1.

Atoms and positions in Å:
Ir1 0.5812 -0.3042 -0.5107
C1 1.5122 2.9439 1.9688
N1 0.1781 2.7118 1.4130
C2 -0.5095 3.9689 1.1541
C3 -0.5738 1.7130 2.0917
C4 -1.7468 2.0236 2.7795
C5 -2.4281 1.0615 3.5159
C6 -1.9407 -0.2309 3.5909
C7 -0.7820 -0.5562 2.8989
C8 -0.1121 0.3870 2.1350
N2 1.0124 0.0033 1.3292
C9 2.1358 -0.6699 1.8562
C10 2.4201 -0.8092 3.2078
C11 3.5249 -1.5577 3.6135
C12 4.3581 -2.1572 2.6819
C13 4.1164 -1.9409 1.3303
C14 3.0300 -1.1806 0.9443
N3 2.7560 -0.7744 -0.4382
C15 3.3228 -1.6679 -1.4451
C16 3.3031 0.6044 -0.6543
H1 1.4637 3.5414 2.8913
H2 2.1179 3.4963 1.2449
H3 2.0070 2.0018 2.2014
H4 -0.5248 4.6279 2.0358
H5 -1.5297 3.7813 0.8379
H6 0.0048 4.5029 0.3534
H7 -2.1198 3.0410 2.7640
H8 -3.3263 1.3367 4.0560
H9 -2.4655 -0.9865 4.1621
H10 -0.4079 -1.5755 2.9139
H11 1.7729 -0.3428 3.9401
H12 3.7228 -1.6739 4.6722
H13 5.1986 -2.7639 2.9939
H14 4.7895 -2.3690 0.5959
H15 3.0167 -2.6933 -1.2439
H16 4.4121 -1.6153 -1.4435
H17 2.9792 -1.3531 -2.4316
H18 2.9254 1.2696 0.1184
H19 4.3939 0.5810 -0.6063
H20 2.9966 0.9723 -1.6347
C17 -1.6017 -3.6107 -4.9373
C18 -1.8886 -3.3488 -3.5071
N4 -2.9886 -3.6090 -2.8881
N5 -2.7537 -3.1794 -1.6045
C19 -1.5553 -2.6533 -1.4041
S1 -0.9294 -2.0603 0.0685
N6 -0.9773 -2.7675 -2.6277
N7 0.3125 -2.3414 -2.8956
H21 -2.4669 -4.0948 -5.3835
H22 -0.7332 -4.2615 -5.0485
H23 -1.4095 -2.6799 -5.4762
H24 -3.4787 -3.2668 -0.9107
H25 0.9473 -3.1300 -2.8712
H26 0.3414 -1.8920 -3.8025
Cl1 -5.5608 3.4167 -0.1182
C20 -4.1272 2.6325 -0.6930
C21 -3.0743 3.3880 -1.1682
C22 -1.9081 2.7483 -1.5780
C23 -1.7824 1.3680 -1.5305
C24 -0.4966 0.7114 -1.9804
C25 -2.8850 0.6312 -1.1043
C26 -4.0479 1.2481 -0.6754
H27 -3.1601 4.4677 -1.2139
H28 -1.0841 3.3449 -1.9616
H29 0.1749 1.4459 -2.4287
H30 -0.7228 -0.0688 -2.7129
H31 -2.8361 -0.4511 -1.0982
H32 -4.8932 0.6655 -0.3318

---

(3)
Entry from OMol25: a molecular structure, C26H32MoN3O4S (the ωB97M-V functional and the def2-TZVPD basis).

For the total energy, the calculation gives -52826.90152 eV. The energy relative to the best compared isomer or geometry (same formula, charge and spin) is 0.0 kcal/mol. The LUMO energy is -0.1660 Eh. Its HOMO energy is -11.23 eV. Its charge is +1.

Atoms and positions in Å:
Mo1 0.5027 0.0121 -0.5333
C1 -2.2293 -0.8477 0.5327
N1 -0.9760 -1.5301 0.0892
C2 -0.5124 -2.4125 1.1910
C3 -1.2613 -2.2653 -1.1373
C4 -1.6029 -3.6018 -1.1787
C5 -1.7868 -4.2170 -2.4084
C6 -1.5852 -3.4970 -3.5727
C7 -1.2492 -2.1519 -3.5321
C8 -1.1274 -1.5088 -2.3039
N2 -0.7223 -0.1726 -2.0835
C9 -0.7846 0.8374 -3.0520
C10 -1.4716 0.8033 -4.2673
C11 -1.3537 1.8559 -5.1573
C12 -0.5706 2.9602 -4.8566
C13 0.0479 3.0432 -3.6209
C14 -0.0824 1.9975 -2.7249
N3 0.3586 2.0774 -1.3388
C15 1.5903 2.8964 -1.1721
C16 -0.7425 2.7595 -0.5871
H1 -2.9658 -1.6050 0.8065
H2 -2.6305 -0.2430 -0.2781
H3 -2.0160 -0.2248 1.3962
H4 -1.3050 -3.1059 1.4727
H5 -0.2694 -1.7970 2.0532
H6 0.3686 -2.9571 0.8684
H7 -1.7044 -4.1815 -0.2732
H8 -2.0490 -5.2645 -2.4514
H9 -1.6661 -3.9887 -4.5323
H10 -1.0238 -1.6422 -4.4541
H11 -2.1227 -0.0194 -4.5139
H12 -1.8804 1.8086 -6.1004
H13 -0.4684 3.7684 -5.5665
H14 0.6147 3.9275 -3.3661
H15 1.3681 3.9459 -1.3655
H16 2.3579 2.5399 -1.8482
H17 1.9372 2.7929 -0.1470
H18 -0.9830 3.7015 -1.0813
H19 -0.4080 2.9565 0.4260
H20 -1.6366 2.1345 -0.5756
O1 3.8308 -0.9254 -0.0523
S1 2.9279 -1.0969 -1.1433
O2 3.3282 -1.7810 -2.3143
O3 2.2669 0.2824 -1.4777
O4 1.5704 -1.6698 -0.5787
C17 1.6187 2.2714 2.7577
C18 0.5117 1.2083 2.5934
C19 -0.8344 1.8626 2.9030
C20 0.6148 0.6486 1.2004
C21 0.8060 0.0070 3.5141
C22 2.0181 -0.6765 3.3949
C23 2.2870 -1.7901 4.1729
C24 1.3523 -2.2417 5.0945
C25 0.1518 -1.5647 5.2304
C26 -0.1220 -0.4524 4.4442
H21 1.4073 3.1497 2.1443
H22 2.5995 1.8839 2.4844
H23 1.6571 2.5897 3.7992
H24 -1.0273 2.7112 2.2489
H25 -0.8221 2.2472 3.9230
H26 -1.6738 1.1748 2.8221
H27 1.6473 0.1965 1.0988
H28 2.7782 -0.3611 2.6880
H29 3.2319 -2.3035 4.0574
H30 1.5633 -3.1093 5.7048
H31 -0.5804 -1.8975 5.9540
H32 -1.0679 0.0515 4.5807

---

(4)
Entry from OMol25: C26H32N2O3 in the gas phase (the ωB97M-V functional and the def2-TZVPD basis).

For the total energy, the calculation gives -36603.55174 eV. The energy relative to the best compared isomer or geometry (same formula, charge and spin) is 20.4 kcal/mol. The LUMO energy is 0.0267 Eh. Its HOMO energy is -8.05 eV. Its SMILES is COc1ccccc1/C=C/CN1CCC(Oc2ccc(C(=O)N3CCCC3)cc2)CC1.

Atoms and positions in Å:
C1 -0.8773 4.1331 4.3345
O1 -0.4953 4.3323 2.9973
C2 -1.4677 4.4478 2.0457
C3 -2.8281 4.3662 2.3087
C4 -3.7478 4.4800 1.2788
C5 -3.3203 4.6773 -0.0207
C6 -1.9665 4.7594 -0.2890
C7 -1.0194 4.6456 0.7228
C8 0.4129 4.7284 0.4712
C9 1.0205 4.4791 -0.6866
C10 2.5130 4.5141 -0.8581
N1 3.2076 3.2375 -0.7752
C11 3.3336 2.6468 0.5379
C12 2.1499 1.7695 0.9700
C13 1.9004 0.6931 -0.0835
O2 0.7616 -0.0460 0.3352
C14 0.4718 -1.2432 -0.2332
C15 -0.7424 -1.8126 0.1621
C16 -1.1373 -3.0394 -0.3232
C17 -0.3322 -3.7342 -1.2210
C18 -0.7667 -5.0390 -1.8093
O3 -1.0003 -5.1754 -2.9975
N2 -0.8943 -6.0558 -0.9296
C19 -0.4186 -6.0540 0.4428
C20 -0.5844 -7.5046 0.9027
C21 -0.4827 -8.2998 -0.3979
C22 -1.2187 -7.3979 -1.3815
C23 0.8621 -3.1610 -1.6298
C24 1.2717 -1.9334 -1.1392
C25 1.6710 1.3672 -1.4373
C26 2.8765 2.2546 -1.7807
H1 0.0520 4.0794 4.9001
H2 -1.4808 4.9656 4.7113
H3 -1.4296 3.1962 4.4605
H4 -3.1865 4.2131 3.3146
H5 -4.8024 4.4155 1.5019
H6 -4.0379 4.7712 -0.8216
H7 -1.6330 4.9337 -1.3006
H8 1.0105 4.9796 1.3379
H9 0.4496 4.1984 -1.5611
H10 2.7550 4.9355 -1.8402
H11 2.9545 5.1598 -0.0938
H12 4.2387 2.0253 0.5220
H13 3.4862 3.4449 1.2662
H14 2.3681 1.3020 1.9310
H15 1.2468 2.3693 1.0784
H16 2.7797 0.0325 -0.1341
H17 -1.3610 -1.2606 0.8524
H18 -2.0898 -3.4522 -0.0236
H19 0.6328 -5.7438 0.4750
H20 -0.9928 -5.3613 1.0625
H21 -1.5713 -7.6454 1.3448
H22 0.1679 -7.7896 1.6352
H23 0.5616 -8.4057 -0.6938
H24 -0.9294 -9.2887 -0.3241
H25 -2.3024 -7.5555 -1.3263
H26 -0.9052 -7.5163 -2.4200
H27 1.4812 -3.6829 -2.3447
H28 2.2126 -1.5283 -1.4770
H29 1.5271 0.6217 -2.2214
H30 0.7609 1.9638 -1.3651
H31 3.7565 1.6093 -1.9024
H32 2.7036 2.7684 -2.7283

---

no.,maximum force (eV/Å)
1,9.708
2,1.584
3,0.948
4,0.603